Entry 1:
Here is a cluster of 6 separate species, C5H18F6N2O8S2 in total at a distorted geometry from the Open Molecules 2025 dataset. Energies are from wB97M-V/def2-TZVPD.

* E: -2308.27470 Ha
* E_LUMO: -0.13 eV
* gap between HOMO and LUMO: 9.872 eV
* charge: 0

XYZ file:
```
41
Properties=species:S:1:pos:R:3:forces:R:3:lowdin_charge:R:1
S 2.3434 -0.7065 -1.9580 2.73 2.35 0.47 0.57
S 1.1183 -2.9066 -1.6539 -1.12 -1.56 0.37 0.66
F 3.3165 1.7437 -2.0039 0.23 0.18 -0.03 0.17
F 2.3434 1.2173 -0.1383 0.00 0.25 0.20 0.13
F 0.3795 -5.0532 -0.2730 0.00 -0.30 -0.29 0.19
F -1.0604 -3.4220 -0.2571 -0.22 -0.24 -0.13 0.11
F 0.7223 -3.2902 0.9292 0.10 -0.20 0.03 0.12
F 1.1583 1.7046 -1.8863 -0.19 0.24 0.04 0.12
O -2.0728 1.8547 -1.8626 0.19 -0.07 0.16 -0.07
O 2.4144 -3.5104 -1.6226 -0.13 0.63 0.08 -0.25
O -1.1979 -0.7050 -3.0523 -0.13 0.33 0.15 -0.07
O 2.3030 -0.7624 -3.3899 -0.48 0.01 0.05 -0.27
O 0.2525 -3.2476 -2.7518 0.07 0.73 0.12 -0.28
O -3.4523 -1.3755 -0.9676 -0.60 -0.23 0.07 -0.04
O 3.5577 -1.1064 -1.2987 -0.40 0.20 -0.18 -0.28
O -0.5548 0.7943 2.9920 -0.02 0.46 0.19 -0.07
N -1.1822 -0.4567 0.2126 -1.62 0.49 -0.93 0.27
N 1.0236 -1.2439 -1.2353 0.25 -2.93 -0.89 -0.34
C 2.2896 1.1274 -1.4640 -0.65 -1.45 -0.43 -0.67
C 0.4878 1.7936 2.9986 0.49 -0.13 -0.14 -0.49
C 0.7382 2.3080 4.4057 0.59 -0.15 -0.14 -0.05
C 0.1793 2.8781 1.9984 -1.12 -0.24 -0.73 -0.06
C 0.2404 -3.7565 -0.2366 0.18 1.81 0.63 -0.67
H -0.1246 2.4006 1.0594 0.59 -0.02 -0.14 0.06
H -1.4249 0.5373 0.1582 0.29 0.04 0.37 0.10
H -1.3933 1.3491 -2.3347 -0.24 -0.16 -0.17 0.00
H -0.4334 -1.0761 -2.5792 -0.16 0.04 -0.41 -0.03
H -2.2815 2.5910 -2.4450 0.02 0.02 0.08 0.04
H -1.1524 -0.7757 1.1779 0.81 0.28 0.03 0.12
H -2.0447 -0.8896 -0.2133 0.61 -0.05 -0.16 0.07
H 0.9437 1.4777 5.0823 -0.46 -0.03 0.09 0.08
H -1.2511 1.1927 3.5307 -0.14 -0.32 -0.07 0.09
H -0.3554 -0.6191 -0.4242 -0.05 -0.38 0.88 0.06
H 1.0227 3.5387 1.8151 -0.09 0.14 0.06 0.09
H 1.3844 1.2924 2.6238 -0.08 -0.24 0.21 0.14
H 1.6624 2.8890 4.4503 -0.15 0.24 -0.24 0.09
H -4.1099 -1.9628 -0.5777 0.09 0.02 -0.03 0.07
H -3.8127 -1.1146 -1.8235 0.34 0.10 -0.02 0.07
H -0.0817 2.9466 4.7385 -0.04 -0.14 0.20 0.08
H -1.1447 -1.0738 -3.9398 0.12 -0.05 0.09 0.06
H -0.7507 3.4178 2.2168 0.38 0.35 0.56 0.09
```
Forces are in eV/Å.

Entry 2:
Here is a cluster of 3 separate species, C5H18N2O3 in total at a distorted geometry from the Open Molecules 2025 dataset. Energies are from wB97M-V/def2-TZVPD.

* E: -536.46367 Ha
* E_LUMO: 0.65 eV
* gap between HOMO and LUMO: 8.849 eV
* charge: 0
* SMILES string: CN[C@H](CO)CCN.O.O

XYZ file:
```
28
Properties=species:S:1:pos:R:3:forces:R:3:lowdin_charge:R:1
O -2.1705 0.6345 1.7032 0.31 0.27 0.64 -0.08
O -0.6386 -3.1841 0.2145 0.82 -0.18 -0.29 -0.08
O 1.7602 -2.8939 -1.1401 1.14 -0.07 1.47 -0.05
N 0.6400 0.9838 1.4126 1.92 -0.27 -0.29 -0.11
N -0.2135 -0.8661 -2.7771 0.02 -0.37 0.00 -0.02
C -1.5882 1.7932 1.1098 0.71 -0.15 0.20 -0.20
C 0.1893 0.2077 -1.8526 -0.51 -1.42 0.37 -0.26
C 1.4971 1.8219 2.2282 0.23 -0.26 -0.51 -0.12
C -0.2020 1.4392 0.3465 -4.32 -1.76 2.06 -0.28
C -0.6141 0.1825 -0.4966 1.60 1.42 -2.39 -0.15
H 0.2040 -3.5657 -0.1082 -0.62 -0.14 0.18 0.02
H -0.5357 -1.7090 -2.3089 0.12 0.12 0.33 0.05
H 0.1553 0.3129 1.9805 -0.35 -0.16 -0.05 0.10
H 1.3715 -2.8290 -1.9953 -0.01 0.31 -1.28 0.02
H 2.2336 1.1535 2.6953 -0.03 0.29 -0.08 0.08
H -1.6746 0.0399 -0.7091 -0.03 0.19 0.17 0.11
H -0.3054 -2.2968 0.3825 -0.38 0.06 0.29 -0.01
H -1.0210 -0.5618 -3.2982 -0.11 0.11 -0.24 0.06
H 0.2004 1.0722 -2.5225 0.06 0.45 0.87 0.11
H 2.0344 2.4881 1.5437 -0.03 0.14 0.42 0.08
H 1.0182 2.3713 3.0497 -0.14 0.24 -0.26 0.07
H -1.3519 2.3363 2.0361 0.00 0.60 -0.70 0.11
H 2.7209 -2.7130 -1.1717 -0.98 -0.14 -0.36 0.08
H -0.1438 -0.7254 -0.1464 -0.54 0.06 0.94 0.07
H -2.3280 2.2973 0.4920 -0.02 0.28 -0.14 0.11
H 1.1650 -0.0532 -1.4319 0.48 0.56 -0.87 0.10
H -2.4522 -0.0029 1.0621 -0.22 -0.39 -0.68 0.06
H 0.0497 2.2664 -0.2983 0.89 0.23 0.20 0.14
```
Forces are in eV/Å.

Entry 3:
Here is a cluster of 3 separate species, C5H18N2O3 in total at a distorted geometry from the Open Molecules 2025 dataset. Energies are from wB97M-V/def2-TZVPD.

* E: -536.46643 Ha
* E_LUMO: 0.38 eV
* gap between HOMO and LUMO: 8.886 eV
* charge: 0
* SMILES string: CN(C)C[C@H](N)CO.O.O

XYZ file:
```
28
Properties=species:S:1:pos:R:3:forces:R:3:lowdin_charge:R:1
O -0.8629 -3.0441 -2.0151 -0.02 0.12 -0.13 -0.06
O 2.5222 -2.1038 2.2809 0.81 0.69 -0.10 -0.05
O -1.9373 2.4575 1.8284 -0.12 0.12 0.17 -0.06
N 0.7658 0.6739 -1.2784 0.01 -0.36 -0.52 -0.26
N -0.1056 0.1188 1.9231 -0.21 -0.35 0.94 0.05
C -0.4031 0.0546 -0.6244 0.03 1.38 0.07 -0.15
C 1.9011 -0.2361 -1.2358 0.35 0.67 -0.52 -0.09
C 0.4461 1.2314 -2.5870 0.61 0.41 -0.01 -0.10
C -0.6924 0.7182 0.7368 1.19 0.41 0.35 -0.35
C -2.0707 1.2896 1.0401 0.03 -0.04 -0.13 -0.23
H -0.1677 1.6694 0.6739 0.40 0.04 -0.39 0.14
H 1.6895 -1.2473 -1.5440 -0.47 -0.77 0.10 0.07
H -0.2372 -1.0178 -0.6576 -0.41 -0.21 0.55 0.08
H 0.1453 2.2796 -2.4760 -0.51 -0.24 -0.02 0.08
H -1.0058 -2.1437 -2.3316 0.00 -0.16 -0.05 0.02
H -2.6189 1.5676 0.1431 0.17 0.06 -0.21 0.12
H -2.6887 0.6214 1.5916 -0.65 -1.04 0.31 0.10
H -0.2992 0.6479 -3.1341 -0.16 0.08 -0.10 0.08
H 0.8883 -0.0425 1.8818 0.12 0.25 -0.31 0.05
H 1.3334 1.3113 -3.2228 0.06 -0.31 0.19 0.08
H 2.2778 -0.1895 -0.2397 0.40 -0.53 0.84 0.07
H 1.6895 -1.9260 2.7103 -0.36 -0.49 0.04 0.01
H 2.5404 -2.9693 1.8758 -0.45 -0.22 0.08 0.04
H -0.9089 -2.9569 -1.0599 -0.03 -0.10 0.08 0.02
H -1.7475 2.1411 2.7177 0.19 0.22 0.03 0.08
H -1.2764 0.3414 -1.1848 -0.45 -0.33 -0.78 0.10
H 2.7423 0.0282 -1.8785 -0.22 0.65 -0.08 0.08
H -0.5287 -0.7227 2.2973 -0.33 0.04 -0.42 0.07
```
Forces are in eV/Å.

Entry 4:
Here is a cluster of 2 separate species, C5H18N3O in total at a distorted geometry from the Open Molecules 2025 dataset. Energies are from wB97M-V/def2-TZVPD.

* E: -440.56645 Ha
* E_LUMO (spin up / spin down): 0.45 / 0.42 eV
* gap between HOMO and LUMO (spin up / spin down): 3.416 / 9.417 eV
* charge: 0
* 2S+1: 2

XYZ file:
```
27
Properties=species:S:1:pos:R:3:forces:R:3:mulliken_spin:R:1
O 1.6492 -2.2444 1.1401 2.48 1.98 0.91 0.01
N -2.1733 0.0003 -1.7513 0.12 -1.32 1.58 2.43
N 1.1463 1.5667 1.4572 0.48 -0.31 -3.02 -0.03
N 0.3754 -0.6314 -1.4547 2.28 -0.19 -1.99 0.08
C -0.3992 -1.4953 -0.5988 -4.30 1.71 -7.65 -0.08
C -1.9501 -0.8407 -0.5830 1.54 -5.13 -0.18 0.44
C 0.5762 1.5616 0.0185 -0.30 0.55 0.26 -0.05
C 0.2145 1.3687 2.5197 -0.58 -2.46 -0.62 0.02
C 1.2124 0.5005 -0.9654 1.46 -0.21 -0.28 0.02
H -0.4764 -2.4406 -1.2013 0.04 0.55 1.18 -0.07
H 2.3374 -2.9476 1.1833 -0.60 0.91 0.06 0.00
H 0.7666 1.5560 3.4666 -0.99 0.04 -0.45 0.00
H -3.1196 0.1810 -2.0180 -1.80 -0.41 -0.75 -1.15
H -0.0527 -1.5742 0.2911 1.84 -0.89 5.78 0.04
H -1.5686 -0.4144 -2.4146 0.77 -0.22 -2.21 -0.27
H -1.9729 -0.3013 0.2772 -0.72 1.60 2.40 0.18
H 1.7202 2.3498 1.6596 0.44 0.78 -0.39 0.00
H 0.9732 -1.1789 -2.1806 -1.49 1.28 1.92 -0.03
H 2.1900 0.1001 -0.5117 -1.26 0.66 -0.28 0.03
H -0.0305 0.2346 2.4390 -0.05 1.71 0.77 -0.01
H 1.5377 1.0142 -1.9294 -0.43 -0.42 1.29 -0.04
H -0.7170 1.9194 2.2997 0.15 0.04 0.98 0.00
H -2.5786 -1.8096 -0.5073 0.36 2.21 -0.37 -0.20
H -1.8545 0.9273 -1.5708 0.97 1.98 0.28 -0.35
H 0.5601 2.5835 -0.5477 0.44 -1.54 1.41 -0.05
H 2.1453 -1.3420 1.3619 -1.46 -2.90 -0.67 0.00
H -0.5110 1.3568 0.1210 0.60 0.00 0.03 0.09
```
Forces are in eV/Å.

Entry 5:
Here is a cluster of 2 separate species, C5H18N6 in total at a distorted geometry from the Open Molecules 2025 dataset. Energies are from wB97M-V/def2-TZVPD.

* E: -528.57416 Ha
* E_LUMO (spin up / spin down): -12.02 / -17.22 eV
* gap between HOMO and LUMO (spin up / spin down): 9.357 / 4.087 eV
* charge: +3
* 2S+1: 2

XYZ file:
```
29
Properties=species:S:1:pos:R:3:forces:R:3:mulliken_spin:R:1
N 1.8791 0.8317 1.2764 -0.23 1.14 0.48 0.00
N -1.5340 1.0520 -0.3372 -1.41 -2.25 0.12 0.35
N 1.9342 -1.2705 0.5378 -1.58 0.80 -1.27 0.01
N 0.0807 -0.4603 1.9047 1.03 -0.07 -0.92 0.04
N -0.3043 3.0632 0.0705 -0.98 -2.45 -0.26 0.17
N 0.3889 1.4407 -1.5192 -5.17 1.21 -3.23 0.00
C -0.5661 1.9580 -0.6387 3.74 0.73 1.19 -0.04
C 1.5039 -2.5810 0.1492 -1.26 -2.68 0.32 0.00
C 1.2693 -0.3716 1.2511 1.49 1.10 0.06 0.00
C -2.0994 -1.4673 -0.7526 -2.71 -1.33 3.89 0.09
C -1.5727 -0.1971 -1.1871 1.12 2.57 -0.30 0.03
H -0.6385 -1.0050 1.4724 -0.13 -0.74 0.68 0.00
H -0.6600 -0.1150 -1.7935 -0.33 -0.69 0.19 0.04
H 0.5033 3.6377 -0.1530 -0.05 0.14 -0.12 -0.01
H -0.1160 1.6901 -2.4801 1.51 -1.37 1.40 0.00
H 2.5147 -0.8834 -0.2001 0.42 0.33 0.64 0.00
H 1.5645 1.5572 1.8775 -0.97 0.23 0.74 0.00
H -0.0531 0.0472 2.7760 -0.14 -0.32 -0.21 0.00
H -1.8415 -2.5478 -1.0012 0.16 1.82 -0.77 0.01
H -3.2158 -1.3058 -0.8673 0.26 -1.07 -0.13 0.07
H -2.3642 0.0883 -1.9803 0.19 0.35 -0.16 0.22
H 0.3782 -2.7306 -0.1409 1.95 0.55 0.92 0.00
H 1.2237 1.8989 -1.6346 2.67 1.90 0.36 0.00
H -2.2054 -1.4828 0.4097 0.27 0.05 -1.42 0.04
H 2.8501 1.0486 1.1732 0.95 -1.10 -0.45 0.00
H -0.6508 3.0841 1.0236 -0.47 0.87 0.00 0.00
H 1.8210 -3.2452 0.9909 -0.77 0.03 -0.83 0.00
H 2.0565 -2.9152 -0.7432 -0.06 0.32 0.44 0.00
H -2.1462 1.1809 0.5161 0.49 -0.06 -1.34 -0.02
```
Forces are in eV/Å.

Entry 6:
Here is a cluster of 6 separate species, C5H18NO7 in total at a distorted geometry from the Open Molecules 2025 dataset. Energies are from wB97M-V/def2-TZVPD.

* E: -782.83079 Ha
* E_LUMO: 3.15 eV
* gap between HOMO and LUMO: 8.714 eV
* charge: -1

XYZ file:
```
31
Properties=species:S:1:pos:R:3:forces:R:3:lowdin_charge:R:1
O 0.6311 -0.5388 2.6607 0.08 -0.26 -0.23 -0.10
O -0.2348 2.3994 3.4673 0.59 0.01 0.75 -0.07
O -2.3614 -1.6941 0.6704 0.45 -0.02 -0.26 -0.02
O 1.4837 -2.7191 -2.7808 0.08 0.43 0.42 -0.06
O 3.4911 -1.8750 0.6245 0.07 0.01 0.07 -0.07
O -1.3011 2.8096 0.9734 -0.01 0.45 -0.22 -0.10
O -1.0583 0.1103 0.7014 -0.01 -0.20 -0.59 -0.12
N 1.2816 0.0171 -0.8031 -0.02 -0.04 -0.74 0.09
C -1.6456 -0.9866 -1.4399 1.45 0.00 0.18 -0.08
C -0.7150 -0.0719 -2.2978 -0.33 1.20 0.58 -0.13
C 0.3217 0.7481 -1.5421 0.19 -0.33 0.67 -0.42
C 0.3158 2.0753 -1.5455 0.11 0.68 -0.43 0.00
C -1.6464 -0.8506 0.1086 -1.42 -0.21 0.63 -0.66
H -1.4146 1.9145 0.5944 0.21 -0.11 0.23 0.01
H -0.3456 2.9537 0.9160 -0.39 -0.18 -0.06 0.02
H 1.5279 -1.9825 -2.1465 0.49 -0.22 0.06 0.01
H -0.5989 3.2441 3.2013 -0.19 0.00 -0.22 0.02
H -0.8015 1.7562 3.0389 -0.28 -0.13 -0.31 0.02
H 0.6727 -2.4924 -3.2291 -0.41 -0.23 -0.46 0.00
H 2.6749 -1.6800 1.1033 0.01 0.05 0.07 0.01
H 0.8050 -0.7345 -0.3359 -0.01 -0.22 0.40 0.06
H -1.2576 0.7246 -2.8114 -0.29 -0.42 -0.29 0.10
H 0.9707 2.7074 -0.9547 0.31 -0.39 0.07 0.05
H -1.2668 -1.9826 -1.6650 -0.33 -0.36 0.38 0.09
H 3.6674 -1.0904 0.0950 -0.17 -0.07 -0.02 0.02
H -0.1996 -0.6864 -3.0293 0.00 0.06 -0.29 0.08
H -0.3574 2.6600 -2.1481 -0.35 -0.18 -0.16 0.05
H 1.7199 0.5866 -0.0887 -0.10 -0.02 -0.06 0.09
H 0.8992 0.3734 2.8343 -0.28 -0.16 -0.13 0.00
H -2.7060 -1.0129 -1.6765 0.08 0.38 -0.49 0.11
H -0.1271 -0.4998 2.0129 0.48 0.46 0.44 0.00
```
Forces are in eV/Å.

Entry 7:
Here is a cluster of 4 separate species, C5H18O3 in total at a distorted geometry from the Open Molecules 2025 dataset. Energies are from wB97M-V/def2-TZVPD.

* E: -426.94024 Ha
* E_LUMO: 0.73 eV
* gap between HOMO and LUMO: 11.098 eV
* charge: 0
* SMILES string: CCCCC.O.O.O

XYZ file:
```
26
Properties=species:S:1:pos:R:3:forces:R:3:lowdin_charge:R:1
O 1.9797 2.8912 -0.3464 0.55 0.42 2.14 -0.10
O -3.5231 3.8402 -4.4214 -0.99 3.52 0.90 -0.02
O 4.8783 -0.8983 1.2011 0.24 -0.59 -0.15 -0.07
C -2.3877 -1.6284 0.1115 -2.09 -1.44 0.80 -0.14
C 0.5812 -0.2855 1.0611 -1.94 2.61 -0.67 -0.26
C 0.6905 -1.4069 2.0151 4.09 1.18 0.99 -0.14
C -1.6502 -0.5081 -0.5241 1.81 -0.48 -1.84 -0.28
C -0.1310 -0.5643 -0.3350 1.30 0.64 1.39 -0.22
H -0.1869 -1.5544 2.5318 -1.79 -0.89 1.13 0.04
H 5.0790 -1.1199 2.1156 -0.05 0.15 0.11 0.03
H -1.9140 -2.5840 -0.0673 -0.20 -0.51 -1.14 0.07
H 1.5832 -1.2075 2.7463 -1.85 -0.16 -0.86 0.11
H 0.2197 0.1944 -1.0080 0.52 0.50 -0.28 0.09
H -4.4756 4.0290 -4.3371 0.52 0.84 0.19 0.05
H -2.2907 -1.7263 1.1915 0.07 1.11 0.49 0.06
H 1.5942 0.2329 0.9225 -1.62 -0.60 0.02 0.11
H 2.0257 2.3092 0.4595 -0.19 0.51 -1.31 0.03
H 5.2113 -1.6762 0.7220 -0.22 0.46 0.05 0.04
H -1.9192 0.4218 -0.0856 -0.75 1.08 -0.19 0.09
H 1.0733 -2.1927 1.4610 0.22 -2.43 -0.75 0.04
H 0.3078 -1.4650 -0.6757 0.16 -1.33 -0.71 0.09
H 2.2638 3.7487 0.0634 -0.39 -0.93 -0.85 0.05
H -0.1970 0.3556 1.5714 1.31 0.56 -0.49 0.11
H -3.5351 -1.6828 -0.0316 1.91 0.09 -0.26 0.10
H -3.6391 2.9738 -4.6309 0.47 -4.36 -1.09 -0.03
H -1.6383 -0.4964 -1.7106 -1.09 0.06 2.40 0.15
```
Forces are in eV/Å.

Entry 8:
Here is a cluster of 5 separate species, C5H18O6 in total at a distorted geometry from the Open Molecules 2025 dataset. Energies are from wB97M-V/def2-TZVPD.

* E: -652.65863 Ha
* E_LUMO: 0.02 eV
* gap between HOMO and LUMO: 10.607 eV
* charge: 0
* SMILES string: O=CCCCCO.O.O.O.O

XYZ file:
```
29
Properties=species:S:1:pos:R:3:forces:R:3:lowdin_charge:R:1
O 2.2172 2.9183 0.1971 -0.59 -0.03 -0.02 -0.08
O 2.8724 0.9150 -1.5349 0.38 -1.02 -1.41 -0.05
O -2.4339 0.5599 0.0923 -0.69 -0.13 0.05 0.01
O -0.1824 2.0673 -0.6981 -0.13 0.79 0.49 -0.06
O -1.4208 1.1377 -2.7760 -0.73 -0.17 -0.72 -0.06
O 0.7683 -1.4389 2.8363 -0.35 0.95 1.37 -0.09
C -0.4205 -1.4455 -0.1855 0.05 2.94 -0.31 -0.17
C -1.9652 -1.7236 -0.0003 1.48 -1.95 1.96 -0.12
C -2.6236 -0.5268 0.6031 0.94 0.85 0.40 -0.21
C 0.7287 -2.2550 0.4581 -0.82 0.60 -0.36 -0.16
C 1.4057 -1.4667 1.5647 -0.58 -0.86 0.62 -0.26
H -0.3142 -1.2174 -1.2345 0.44 -1.22 -0.83 0.09
H 1.3875 2.6640 -0.2753 0.44 0.51 0.60 -0.01
H -3.1100 -0.5359 1.5998 -0.22 -0.42 -0.35 0.13
H -1.8390 0.8742 -1.9474 0.23 -0.02 0.02 -0.01
H 3.2985 0.5519 -0.7614 -0.16 0.34 0.41 0.03
H 2.1427 1.4681 -1.2836 0.05 0.12 0.55 -0.03
H -2.4481 -1.9662 -0.9321 -0.05 0.00 -0.48 0.11
H 1.9887 2.6876 1.1025 0.16 0.13 0.16 0.04
H -0.5481 0.7434 -2.7784 0.15 0.02 0.18 0.03
H -0.7349 1.7059 -0.0005 -0.03 -0.48 0.26 0.03
H 1.4327 -2.4318 -0.3639 0.11 -0.32 0.49 0.12
H -0.1206 -0.3489 0.0299 -1.10 -1.43 0.62 0.10
H 0.4072 -3.1751 0.9323 -0.14 -0.51 -0.38 0.11
H -1.9993 -2.6766 0.6401 -0.52 1.45 -0.66 0.13
H -0.6998 2.8578 -0.9117 0.28 -0.08 -0.51 0.09
H -0.0778 -1.8014 3.0962 -0.26 -0.31 -1.10 0.08
H 2.2763 -2.0103 1.9165 1.02 0.52 -1.09 0.12
H 1.5046 -0.4174 1.2607 0.67 -0.29 0.02 0.11
```
Forces are in eV/Å.